Record 1
A molecular structure, C38H31N5O6PTi. Source: the OMol25 dataset; level of theory: wB97M-V/def2-TZVPD.

XYZ file:
```
82
Properties=species:S:1:pos:R:3:lowdin_charge:R:1
Ti -0.11 -0.16 2.06 1.125
O 2.90 -3.57 2.07 0.151
C 2.07 -2.56 2.33 -0.472
O 2.35 -1.39 2.14 0.085
C 0.80 -2.94 2.95 -0.179
C 0.58 -4.18 3.47 0.031
C -0.61 -4.45 4.21 -0.051
C -1.45 -3.41 4.45 -0.005
C -1.18 -2.13 3.91 -0.207
N -0.10 -1.89 3.07 0.010
C -1.91 -0.95 4.12 -0.457
O -2.98 -0.81 4.90 0.152
O -1.51 0.09 3.51 -0.071
H 3.71 -3.19 1.69 0.145
H 1.33 -4.94 3.33 0.128
H -0.81 -5.43 4.60 0.110
H -2.33 -3.57 5.06 0.119
H -3.17 -1.63 5.37 0.114
C -3.11 -2.52 -0.27 -0.005
C -2.13 -2.13 0.65 -0.067
N -1.81 -0.86 0.85 0.062
C -2.44 0.09 0.12 -0.123
C -3.42 -0.21 -0.83 -0.128
C -3.76 -1.56 -1.01 0.011
C -4.03 0.86 -1.56 -0.008
C -3.67 2.14 -1.35 -0.005
C -2.66 2.47 -0.39 -0.125
C -2.26 3.79 -0.11 0.024
C -1.31 4.02 0.85 -0.010
C -0.75 2.93 1.52 -0.079
N -1.09 1.68 1.27 0.057
C -2.05 1.45 0.34 -0.124
H -3.33 -3.57 -0.39 0.119
H -1.58 -2.86 1.21 0.121
H -4.52 -1.83 -1.73 0.130
H -4.79 0.61 -2.30 0.125
H -4.14 2.95 -1.91 0.125
H -2.71 4.62 -0.65 0.129
H -0.99 5.02 1.10 0.117
H 0.00 3.08 2.28 0.111
O 0.83 -2.41 -0.29 0.078
C 1.13 -1.25 -0.47 -0.659
O 0.81 -0.28 0.36 -0.240
C 1.90 -0.75 -1.67 -0.242
P 1.15 0.79 -2.37 1.071
C -0.37 0.11 -3.14 -0.381
C -1.17 1.02 -3.84 -0.110
C -2.29 0.60 -4.53 -0.087
C -2.65 -0.74 -4.51 -0.088
C -1.89 -1.65 -3.79 -0.086
C -0.75 -1.23 -3.11 -0.084
C 2.22 0.98 -3.85 -0.392
C 3.12 2.04 -3.85 -0.117
C 3.99 2.23 -4.91 -0.084
C 3.97 1.35 -5.98 -0.080
C 3.07 0.29 -6.00 -0.074
C 2.20 0.11 -4.93 -0.084
H 2.01 -1.55 -2.41 0.096
H 2.91 -0.48 -1.33 0.104
H -0.88 2.07 -3.87 0.106
H -2.88 1.31 -5.09 0.108
H -3.53 -1.08 -5.06 0.107
H -2.16 -2.70 -3.77 0.110
H -0.17 -1.96 -2.57 0.094
H 3.12 2.74 -3.01 0.088
H 4.69 3.06 -4.90 0.105
H 4.65 1.50 -6.82 0.106
H 3.05 -0.38 -6.84 0.107
H 1.50 -0.72 -4.96 0.106
N 2.33 2.01 1.28 0.172
C 2.31 1.85 2.63 -0.368
C 3.24 2.52 3.45 -0.003
C 3.18 2.38 4.80 -0.044
C 2.18 1.57 5.37 -0.050
C 1.30 0.95 4.52 -0.104
N 1.34 1.09 3.17 0.014
H 3.13 2.47 0.89 0.111
H 1.87 1.33 0.69 0.053
H 4.00 3.12 2.98 0.118
H 3.89 2.88 5.43 0.118
H 2.10 1.42 6.43 0.111
H 0.52 0.32 4.90 0.109
```

- Energy: -3382.78472 a.u.
- Net charge: +1
- Maximum force: 0.01633 hartree/bohr
- Kohn-Sham gap (spin up / spin down): 5.88 / 5.90 eV

---

Record 2
A molecular structure, C38H31N6O2S2Ti. Source: the OMol25 dataset; level of theory: wB97M-V/def2-TZVPD.

XYZ file:
```
80
Properties=species:S:1:pos:R:3:lowdin_spin:R:1
Ti 0.83 1.23 -0.14 1.056
O 4.87 -4.27 1.72 0.003
C 4.18 -4.23 0.69 0.007
O 4.01 -5.09 -0.19 0.010
C 3.40 -2.91 0.48 0.072
C 3.37 -1.93 1.47 -0.004
C 2.59 -0.81 1.32 0.059
N 1.83 -0.58 0.21 0.101
C 1.91 -1.50 -0.79 0.090
C 2.67 -2.67 -0.66 -0.007
C 1.02 -1.26 -1.88 0.104
C 1.00 -2.00 -3.08 0.015
C 0.00 -1.80 -3.99 0.073
C -1.01 -0.86 -3.69 0.052
C -0.90 -0.13 -2.53 0.030
N 0.11 -0.27 -1.65 0.110
C 2.45 0.21 2.35 0.020
C 3.17 0.17 3.55 0.008
C 2.94 1.12 4.51 0.015
C 1.98 2.11 4.26 0.015
C 1.34 2.10 3.03 0.009
N 1.57 1.19 2.08 0.023
H 3.96 -2.12 2.36 -0.001
H 2.66 -3.44 -1.42 -0.002
H 1.78 -2.72 -3.26 -0.001
H -0.02 -2.35 -4.92 0.004
H -1.84 -0.69 -4.35 0.003
H -1.65 0.60 -2.27 0.001
H 3.89 -0.62 3.71 0.000
H 3.48 1.10 5.45 0.001
H 1.75 2.88 4.98 0.001
H 0.62 2.87 2.79 0.000
C -2.34 -4.55 2.06 0.000
C -2.15 -3.80 0.74 0.000
C -0.70 -3.99 0.28 0.001
C -3.07 -4.40 -0.33 0.000
C -2.50 -2.33 0.93 0.002
C -3.81 -1.97 1.32 -0.003
C -4.19 -0.65 1.51 0.001
C -3.25 0.35 1.29 -0.002
S -3.37 2.08 1.46 0.018
C -1.70 2.22 0.98 0.044
N -1.12 1.08 0.69 0.006
C -1.95 0.00 0.88 0.004
C -1.58 -1.33 0.72 0.001
C -0.95 3.46 0.88 0.004
C -1.54 4.69 1.20 0.004
C -0.79 5.83 1.09 0.001
C 0.54 5.73 0.67 0.005
C 1.10 4.50 0.36 0.000
C 0.38 3.31 0.45 -0.001
H -2.13 -5.61 1.93 0.000
H -3.36 -4.45 2.43 0.000
H -1.67 -4.16 2.82 0.000
H -0.49 -5.05 0.16 0.000
H 0.02 -3.60 1.00 0.000
H -0.51 -3.51 -0.68 0.001
H -2.81 -5.44 -0.51 0.000
H -2.97 -3.86 -1.27 0.000
H -4.12 -4.37 -0.03 0.000
H -4.54 -2.74 1.49 0.000
H -5.19 -0.41 1.83 0.000
H -0.56 -1.55 0.43 0.003
H -2.57 4.74 1.53 0.000
H -1.21 6.80 1.33 0.000
H 1.13 6.63 0.58 0.000
H 2.13 4.46 0.03 0.000
C -1.55 3.26 -2.35 0.002
C -0.18 2.94 -2.88 0.007
C 0.19 3.28 -4.18 0.000
C 1.51 3.02 -4.54 0.011
N 2.42 2.55 -3.70 0.000
C 2.00 2.28 -2.46 0.015
S 3.08 1.82 -1.23 0.000
N 0.71 2.38 -2.06 0.007
H -2.24 3.46 -3.17 0.000
H -1.48 4.15 -1.72 0.000
H -1.95 2.46 -1.73 0.001
H -0.51 3.73 -4.86 0.000
H 1.85 3.21 -5.55 0.001
```

- Energy: -3591.77779 a.u.
- Spin multiplicity: 3
- Net charge: -1
- Maximum force: 0.01686 hartree/bohr
- Kohn-Sham gap (spin up / spin down): 4.63 / 7.00 eV

---

Record 3
A molecular structure, C38H31N7O6Y. Source: the OMol25 dataset; level of theory: wB97M-V/def2-TZVPD.

XYZ file:
```
83
Properties=species:S:1:pos:R:3:lowdin_charge:R:1
Y 0.56 -0.28 -0.12 1.493
C 2.91 -2.11 -1.77 -0.014
C 3.55 -1.74 -0.47 -0.283
C 4.89 -2.01 -0.22 0.006
C 5.44 -1.60 0.98 -0.011
C 4.64 -0.96 1.92 0.011
C 3.31 -0.74 1.62 -0.189
N 2.78 -1.11 0.43 0.063
C 2.40 -0.04 2.58 -0.193
C 2.80 0.30 3.86 0.019
C 1.93 1.02 4.66 -0.003
C 0.69 1.38 4.17 0.020
C 0.33 0.99 2.88 -0.203
N 1.17 0.27 2.13 0.064
C -1.00 1.33 2.29 -0.202
C -1.87 2.17 2.96 0.007
C -3.09 2.48 2.37 -0.011
C -3.39 1.94 1.14 0.004
C -2.47 1.09 0.52 -0.283
C -2.79 0.52 -0.82 -0.002
N -1.29 0.80 1.09 0.080
H 3.56 -2.77 -2.34 0.095
H 2.72 -1.22 -2.38 0.095
H 1.96 -2.63 -1.64 0.073
H 5.48 -2.52 -0.96 0.125
H 6.48 -1.79 1.20 0.124
H 5.07 -0.63 2.85 0.111
H 3.77 0.02 4.23 0.114
H 2.22 1.30 5.66 0.126
H 0.02 1.96 4.78 0.115
H -1.62 2.60 3.91 0.112
H -3.78 3.15 2.86 0.124
H -4.32 2.16 0.64 0.128
H -3.84 0.24 -0.87 0.099
H -2.20 -0.37 -1.05 0.051
H -2.61 1.26 -1.60 0.091
N -2.17 -3.92 0.33 0.151
C -1.21 -3.15 -0.21 -0.135
N -0.60 -2.39 0.67 0.032
C -1.20 -2.70 1.90 -0.222
C -0.94 -2.24 3.19 -0.014
C -1.71 -2.74 4.22 -0.070
C -2.71 -3.70 3.99 -0.072
C -2.97 -4.18 2.72 -0.003
C -2.20 -3.66 1.69 -0.187
H -2.73 -4.59 -0.17 0.171
H -0.96 -3.18 -1.27 0.110
H -0.15 -1.53 3.39 0.091
H -1.52 -2.41 5.23 0.107
H -3.29 -4.07 4.82 0.110
H -3.73 -4.92 2.54 0.117
C 1.17 1.88 -0.83 -0.242
C 1.60 2.78 0.26 -0.347
C 2.89 2.73 0.79 -0.082
C 3.25 3.47 1.90 -0.098
C 2.34 4.31 2.53 -0.111
C 1.06 4.40 2.00 -0.099
C 0.70 3.65 0.88 -0.080
H 1.98 1.71 -1.55 0.051
H 0.34 2.31 -1.40 0.042
H 3.63 2.09 0.31 0.106
H 4.27 3.41 2.28 0.102
H 2.62 4.90 3.38 0.097
H 0.33 5.07 2.44 0.103
H -0.31 3.75 0.48 0.110
O -0.28 -2.68 -3.14 0.049
C -0.41 -1.47 -3.11 -0.568
O 0.02 -0.72 -2.14 -0.222
C -1.11 -0.74 -4.22 -0.086
C -1.30 0.63 -4.15 0.065
C -1.99 1.26 -5.17 -0.102
C -2.46 0.59 -6.28 0.099
C -2.24 -0.78 -6.32 -0.097
C -1.59 -1.46 -5.31 0.089
N -2.75 -1.54 -7.48 -0.349
O -2.57 -2.74 -7.48 0.098
O -3.36 -0.92 -8.32 0.102
N -2.23 2.71 -5.06 -0.348
O -2.57 3.30 -6.06 0.112
O -2.00 3.22 -3.98 0.078
H -0.93 1.20 -3.32 0.111
H -2.98 1.10 -7.08 0.139
H -1.44 -2.53 -5.37 0.136
```

- Energy: -2339.60141 a.u.
- Net charge: +1
- Maximum force: 0.01166 hartree/bohr
- Kohn-Sham gap: 5.95 eV

---

Question: The lowest net charge belongs to which entry?
Answer: C38H31N6O2S2Ti